Record 1
94
Properties=species:S:1:pos:R:3:forces:R:3 method="wB97M-V/def2-TZVPD" total_charge=-2 orbital_gap_ev=4.44 relative_energy_kcal_mol=32.8 e_homo_ev=-1.14
Rb -0.0491 0.6385 -0.0252 0.54 -0.44 0.10
Cl -1.4458 8.5704 0.8567 0.02 -0.07 -0.02
C -0.9585 6.9140 0.5048 0.08 0.02 -0.02
C 0.3956 6.6458 0.1928 0.01 0.14 0.02
C 0.8100 5.3824 -0.0851 -0.10 -0.10 -0.01
C -0.1017 4.2489 -0.0796 0.03 0.01 -0.02
O 0.2828 3.0983 -0.3500 0.16 0.80 -0.08
C -1.4712 4.5702 0.2601 -0.19 0.04 0.05
C -2.4981 3.5718 0.3431 0.08 0.01 -0.01
O -2.3973 2.3570 0.2014 -0.09 -0.04 0.02
C -1.8623 5.8987 0.5341 0.00 -0.03 0.00
H 1.1006 7.4694 0.1785 -0.01 0.00 0.00
H 1.8433 5.1682 -0.3258 0.01 0.00 0.00
H -3.5030 3.9919 0.5748 0.00 0.00 0.00
H -2.9013 6.0996 0.7749 0.00 0.00 0.01
C 1.0304 1.8690 6.8133 -0.02 0.03 0.02
C 1.3356 0.3745 6.7181 0.05 -0.06 0.03
C 0.1573 -0.4178 6.2141 -0.05 -0.01 0.01
C -0.6517 -1.1099 7.0991 -0.03 0.00 0.02
C -1.7766 -1.7986 6.6572 0.04 0.02 0.00
C -2.0696 -1.7976 5.3070 0.01 0.00 -0.04
C -1.2663 -1.1321 4.3798 -0.04 -0.10 0.01
C -1.6560 -1.2018 2.9243 0.03 -0.01 -0.10
C -1.4885 -2.6022 2.3333 -0.03 -0.05 0.02
C -0.1428 -0.4269 4.8345 0.11 0.13 -0.02
N 0.6547 0.3712 4.0094 -0.09 -0.08 0.09
C 1.3971 -0.1569 3.0996 0.16 0.11 -0.14
C 2.2690 0.5888 2.2451 -0.11 -0.22 0.27
C 2.5240 1.9713 2.2518 0.06 0.10 -0.06
C 3.4718 2.1848 1.2573 -0.07 -0.08 -0.01
C 3.7323 0.9156 0.6983 -0.05 0.03 -0.05
N 3.0211 -0.0506 1.2858 -0.06 -0.08 -0.03
H 1.8995 2.4286 7.1661 0.02 -0.01 0.00
H 0.2058 2.0482 7.5075 -0.02 0.01 -0.01
H 0.7507 2.2526 5.8332 -0.01 -0.01 -0.01
H 1.6182 -0.0114 7.7030 0.00 0.02 0.00
H 2.1893 0.2268 6.0548 -0.01 0.01 -0.02
H -0.3984 -1.1014 8.1549 -0.01 -0.01 0.01
H -2.4124 -2.3244 7.3590 0.00 -0.01 0.01
H -2.9463 -2.3246 4.9435 -0.01 -0.01 0.01
H -1.0556 -0.5020 2.3437 -0.08 0.06 0.14
H -2.6998 -0.8903 2.8181 0.02 0.01 0.02
H -0.4438 -2.9115 2.3497 0.02 0.01 0.01
H -1.8159 -2.6382 1.2915 -0.02 0.03 0.00
H -2.0734 -3.3320 2.8989 0.00 0.00 -0.02
H 1.4049 -1.2459 2.9421 0.02 0.00 -0.01
H 2.0518 2.7011 2.8911 -0.01 0.01 0.01
H 3.8870 3.1290 0.9377 0.01 0.01 0.00
H 4.3878 0.6917 -0.1345 0.02 -0.01 0.01
S 2.1198 -5.2887 -1.1193 0.09 -0.16 -0.10
C 3.1296 -3.9508 -0.7813 0.07 0.09 0.03
C 2.4292 -2.9954 -0.1192 -0.09 0.12 0.07
N 1.1077 -3.3077 0.1249 0.15 -0.07 -0.11
C 0.8259 -4.4804 -0.3496 -0.22 0.17 0.13
H 4.1619 -3.9212 -1.0845 0.02 -0.01 -0.02
H 2.8107 -2.0391 0.2319 -0.02 0.00 0.01
H -0.1574 -4.9239 -0.2929 -0.02 -0.03 0.01
C 0.3170 -3.8938 -5.3357 0.04 0.01 0.04
C 1.4028 -3.6586 -4.4953 -0.01 0.00 -0.02
C 1.6465 -2.3857 -4.0037 0.00 0.04 -0.04
C 0.8308 -1.2780 -4.3093 0.02 -0.15 0.01
C -0.2621 -1.5583 -5.1444 0.04 0.05 0.01
C -0.5112 -2.8280 -5.6533 -0.05 0.01 -0.04
Si 1.1471 0.3452 -3.3133 0.05 -0.11 -0.22
C 1.0127 1.7894 -4.5818 0.02 0.08 0.01
C 1.9191 2.8520 -4.4289 0.00 -0.02 0.01
C 1.8356 4.0183 -5.1709 -0.01 0.01 -0.03
C 0.8290 4.1783 -6.1181 0.04 -0.01 0.04
C -0.0826 3.1490 -6.2937 -0.03 -0.01 -0.04
C 0.0085 1.9855 -5.5369 0.01 0.01 0.01
H 0.1216 -4.8863 -5.7262 0.00 0.00 0.00
H 2.0660 -4.4721 -4.2226 0.00 -0.03 0.00
H 2.5009 -2.2354 -3.3509 0.00 0.01 0.02
H -0.9601 -0.7696 -5.3966 -0.02 0.01 0.01
H -1.3739 -2.9872 -6.2927 0.00 0.01 -0.01
H 2.6636 0.2433 -3.3457 0.01 0.00 0.02
H 2.7085 2.7590 -3.6898 0.00 0.00 0.01
H 2.5556 4.8123 -5.0039 0.00 0.01 -0.01
H 0.7526 5.0929 -6.6946 -0.01 0.00 -0.01
H -0.8837 3.2543 -7.0187 0.00 0.00 -0.01
H -0.7406 1.2200 -5.6975 -0.02 -0.01 0.01
Se -3.5202 -0.3053 -0.2133 -0.19 -0.09 0.06
N -2.1893 -0.9421 -1.2041 -0.37 -0.09 0.04
C -2.4791 -2.2034 -1.4646 0.23 -0.12 -0.25
C -1.6567 -3.0625 -2.2818 -0.15 0.27 0.24
C -2.0756 -4.3254 -2.5039 -0.25 -0.24 0.08
C -3.3028 -4.8341 -1.9295 0.31 -0.02 -0.20
C -4.1006 -4.0705 -1.1540 0.03 0.38 0.14
C -3.7138 -2.7030 -0.9029 -0.06 -0.30 -0.05
N -4.4111 -1.8420 -0.1892 -0.04 0.02 -0.04
H -0.7399 -2.6697 -2.7006 0.02 0.01 -0.01
H -1.4786 -4.9769 -3.1304 -0.01 0.00 0.01
H -3.5816 -5.8612 -2.1364 0.01 0.01 0.00
H -5.0172 -4.4452 -0.7185 -0.01 0.01 0.00



Record 2
85
Properties=species:S:1:pos:R:3:forces:R:3 method="wB97M-V/def2-TZVPD" total_charge=+2 s2=3.754 orbital_gap_ev="5.29 / 5.44" spin_multiplicity=4 e_homo_ev="-12.14 / -12.13"
C -2.9794 -0.2931 -1.7372 0.20 -0.25 0.02
C -1.7500 0.2860 -2.0948 -0.41 -0.53 -0.17
C -1.2456 0.0225 -3.3818 0.19 -0.01 0.29
C -1.8711 -0.8990 -4.2204 -0.14 0.05 -0.02
C -3.0454 -1.5354 -3.8228 0.09 0.15 0.26
C -3.6027 -1.2055 -2.5846 -0.05 0.19 -0.06
P -0.8149 1.2777 -0.8807 -0.55 1.43 -1.26
C 0.2207 2.2783 -2.0053 0.27 -0.16 -0.04
C 1.5867 1.9645 -2.1547 -0.42 0.65 0.09
C 2.4000 2.8055 -2.9237 0.15 -0.17 -0.14
C 1.8326 3.8499 -3.6657 -0.28 -0.20 0.29
C 0.4479 4.0785 -3.6015 0.10 -0.23 0.09
C -0.3547 3.3138 -2.7480 0.58 0.20 -0.15
Er 1.1728 0.5310 1.0275 0.65 1.35 0.78
P -0.1038 -1.6758 0.3787 0.16 -1.92 0.40
C 0.0844 -2.6298 -1.1312 0.06 -0.06 -0.14
C -0.8968 -3.5385 -1.5408 0.28 0.13 -0.11
C -0.7448 -4.1943 -2.7584 0.20 0.07 -0.21
C 0.3421 -3.8934 -3.5836 -0.04 0.01 0.16
C 1.3287 -2.9908 -3.1619 -0.01 -0.18 -0.02
C 1.2256 -2.3862 -1.9174 -0.52 -0.09 -0.05
C 1.2690 -2.2792 1.5125 -1.05 0.57 0.13
C 1.4879 -1.5349 2.7170 0.28 -1.03 -0.54
C 2.5548 -1.9290 3.5453 -0.37 0.57 0.10
C 3.3924 -2.9708 3.1641 0.17 -0.01 0.01
C 3.1519 -3.6995 1.9975 -0.27 0.02 -0.02
C 2.0653 -3.3775 1.1853 0.39 0.22 -0.02
C -1.6433 -2.1443 1.1961 0.17 0.26 0.36
C -2.4989 -1.1441 1.6917 0.32 -0.40 -0.03
C -3.6136 -1.5186 2.4344 -0.06 -0.14 0.07
C -3.8693 -2.8739 2.6837 0.17 0.14 -0.24
C -3.0080 -3.8636 2.1930 0.13 0.17 -0.09
C -1.8749 -3.4983 1.4630 -0.34 0.05 0.27
C -2.0431 2.4692 -0.2015 0.05 0.15 0.33
C -3.2720 2.7701 -0.8097 -0.13 0.10 0.27
C -4.1866 3.6210 -0.1682 0.29 -0.03 0.10
C -3.8858 4.1843 1.0775 0.29 -0.27 -0.23
C -2.6380 3.9286 1.6598 0.01 0.11 -0.03
C -1.7185 3.1013 1.0155 -0.42 -0.28 -0.14
H 0.7254 -0.8141 3.0996 0.32 -0.38 -0.11
H 2.7120 -1.4039 4.4901 0.05 -0.20 -0.30
H 4.2487 -3.2314 3.7872 -0.30 0.09 -0.11
H 3.7954 -4.5359 1.7295 -0.14 0.18 0.12
H 1.8318 -3.9622 0.2902 0.19 0.24 0.31
H -1.7571 -3.7479 -0.9088 0.17 0.13 -0.34
H -1.4853 -4.9358 -3.0573 0.20 0.23 -0.03
H 0.4308 -4.3747 -4.5580 0.01 0.12 0.28
H 2.1847 -2.7706 -3.7973 -0.19 -0.13 0.11
H 2.0238 -1.7335 -1.5496 -0.20 -0.08 -0.19
H -2.2621 -0.0857 1.5247 -0.25 -0.33 -0.02
H -4.2770 -0.7490 2.8243 0.09 -0.22 -0.04
H -4.7447 -3.1585 3.2652 0.21 0.07 -0.14
H -3.2068 -4.9190 2.3803 0.02 0.32 0.03
H -1.1645 -4.2513 1.1081 -0.32 0.20 0.22
H -3.5374 2.3412 -1.7780 0.10 0.06 0.32
H -5.1425 3.8443 -0.6422 0.28 -0.10 0.09
H -4.6108 4.8226 1.5886 0.28 -0.23 -0.21
H -2.3826 4.3804 2.6190 -0.05 -0.10 -0.29
H -0.7336 2.9444 1.4780 -0.23 0.04 -0.05
H 2.0080 1.0426 -1.7154 -0.04 0.40 -0.01
H 3.4805 2.6285 -2.9511 -0.45 0.03 -0.16
H 2.4616 4.4778 -4.3029 -0.22 -0.25 0.29
H -0.0095 4.8525 -4.2187 0.17 -0.16 0.22
H -1.4216 3.5133 -2.6625 0.26 0.04 -0.04
H -0.3690 0.5576 -3.7446 -0.06 -0.28 0.15
H -1.4456 -1.1164 -5.2006 -0.10 0.15 0.26
H -3.5302 -2.2646 -4.4776 0.20 0.34 0.27
H -4.5455 -1.6425 -2.2630 0.23 0.18 -0.11
H -3.4754 -0.0254 -0.8040 0.23 -0.16 -0.12
H -4.8251 -3.7667 -3.5199 -0.18 0.05 0.23
H -5.0274 -3.3299 -2.9469 -0.03 -0.42 -0.28
C 3.3381 1.2618 1.5716 -1.30 -0.16 -0.24
C 3.7610 2.2932 2.5726 -0.11 0.44 0.39
C 4.5415 3.4342 2.2420 0.07 -0.71 0.28
C 5.3889 3.9821 3.2122 -0.41 -0.23 0.44
C 5.3257 3.5004 4.5357 -0.35 -0.05 -0.15
C 4.2982 2.6153 4.9131 0.22 0.29 -0.11
C 3.4996 2.0246 3.9338 0.55 0.27 -0.37
H 3.7470 0.2834 1.8941 0.22 0.28 -0.38
H 3.6986 1.5219 0.5798 0.54 -0.10 -0.35
H 4.5328 3.8258 1.2173 0.29 -0.39 0.33
H 6.1088 4.7664 2.9481 -0.39 -0.35 0.10
H 6.0518 3.8239 5.2839 -0.34 0.10 -0.25
H 4.1415 2.3752 5.9686 0.14 0.05 -0.38
H 2.7155 1.2988 4.1923 0.47 0.11 0.01